Density functional theory data (wB97M-V/def2-TZVPD) for a molecular structure, C20H43CeOP3S at a distorted geometry.

Structure (XYZ):
```
69
C20H43CeOP3S wB97M-V/def2-TZVPD
Ce -0.755 0.027 -0.813
P 0.628 0.010 1.843
P 0.914 2.416 -0.401
P 0.124 -2.575 -0.183
H 3.289 0.033 -6.898
C 2.553 -0.782 -7.010
C 1.216 -0.605 -7.062
H 0.687 0.330 -6.768
C 2.433 -0.303 2.031
C 0.439 1.561 2.806
C 0.032 -1.216 3.096
C 0.986 2.873 -2.162
C 0.589 4.062 0.345
C 2.728 2.305 -0.095
C -0.050 -3.610 -1.685
C -1.030 -3.547 0.904
C 1.740 -3.187 0.419
H 2.951 -1.796 -7.145
H 0.611 -1.403 -7.524
H 2.674 -0.218 3.099
H 3.047 0.407 1.469
H 2.679 -1.310 1.681
H 0.902 1.376 3.784
H -0.616 1.823 2.956
H 0.933 2.424 2.338
H 0.479 -0.894 4.046
H 0.381 -2.232 2.875
H -1.064 -1.236 3.201
H 1.226 3.932 -2.299
H 0.052 2.636 -2.683
H 1.774 2.285 -2.635
H 1.524 4.593 0.572
H 0.005 3.971 1.267
H 0.005 4.668 -0.356
H 3.246 3.198 -0.469
H 3.118 1.423 -0.614
H 2.938 2.220 0.974
H 0.210 -4.637 -1.391
H 0.616 -3.243 -2.474
H -1.074 -3.589 -2.083
H -0.864 -4.617 0.719
H -2.074 -3.311 0.663
H -0.900 -3.365 1.976
H 1.924 -4.178 -0.015
H 1.783 -3.247 1.513
H 2.513 -2.500 0.058
C 1.345 -0.099 -3.912
C 2.476 -0.846 -3.580
C 3.726 -0.257 -3.755
C 3.874 1.059 -4.255
C 2.724 1.739 -4.694
C 1.476 1.132 -4.595
S -0.229 -0.603 -3.509
H 1.030 -0.893 -1.075
H 2.300 -1.851 -3.167
H 4.595 -0.846 -3.483
H 4.864 1.560 -4.344
H 2.791 2.735 -5.158
H 0.544 1.587 -4.953
C -4.354 -1.013 1.696
C -3.244 -0.048 1.558
C -3.009 0.885 2.685
O -2.528 -0.021 0.501
H -4.974 -0.731 2.555
H -4.000 -2.037 1.888
H -5.026 -1.046 0.832
H -2.227 0.480 3.349
H -2.651 1.856 2.315
H -3.948 1.006 3.260
```

Results
**Electronic energy**: -75086.576 eV
**Net charge**: +3
**LUMO energy (alpha / beta)**: -10.536 / -11.485 eV
**Maximum force**: 2.186 eV/A
**Multiplicity**: 2

These are the Löwdin partial charges, in e, on atoms 1 to 8: number 1, Ce, carries 0.623; number 2, P, carries 0.755; number 3, P, carries 0.763; number 4, P, carries 0.716; number 5, H, carries 0.066; number 6, C, carries -0.039; number 7, C, carries -0.047; number 8, H, carries 0.053